(1)
The following is a DFT calculation (the ωB97M-V functional and the def2-TZVPD basis) of a structure of composition C30H45ClN4Pt at a distorted geometry.

For the frontier orbital gap (alpha / beta), the calculation gives 1.8739 / 4.7754 eV. As for the multiplicity: 5. The lowest unoccupied orbital energy (alpha / beta) comes out at 4.102 / 1.766 eV. The relative energy (zero: lowest compared OMol25 entry of this formula, charge and spin) comes out at 3.9 kcal per mole. The calculation puts the HOMO energy (alpha / beta) at 2.228 / -3.009 eV. As for the expectation value of S²: 6.0145. The charge is -2.

Geometry as XYZ:
```
81
Properties=species:S:1:pos:R:3:lowdin_charge:R:1
Pt 0.19 -0.50 0.43 0.5980
Cl 0.84 0.59 -1.55 0.1274
C -0.04 -3.35 3.51 -0.1147
C 0.33 -2.05 1.72 -0.2877
N -0.61 -2.84 2.37 -0.0006
H 1.97 -3.16 4.30 0.0614
N 1.49 -2.25 2.40 -0.0195
H -0.59 -3.93 4.22 0.0601
C -2.06 -3.02 2.12 -0.5608
C -2.56 -4.26 2.87 -0.1889
C -2.87 -1.82 2.59 -0.0575
H -2.59 -4.13 3.96 0.0436
H -3.59 -4.45 2.56 0.0685
H -1.98 -5.17 2.65 0.0577
H -3.33 -3.42 0.48 0.0778
H -1.69 -4.01 0.23 0.0806
H -2.50 -0.89 2.15 0.0538
C -2.27 -3.18 0.63 -0.0748
H -2.85 -1.74 3.68 0.0821
H -3.91 -1.97 2.29 0.0829
H -2.04 -2.27 0.08 0.0514
C 1.25 -2.97 3.55 -0.1069
C 2.79 -0.20 2.93 -0.0477
H 2.97 -0.31 4.00 0.0734
H 3.60 0.40 2.51 0.0843
C 2.77 -1.55 2.21 -0.5729
H 3.84 -0.63 0.64 0.0860
C 3.90 -2.41 2.77 -0.1350
H 3.88 -3.42 2.35 0.0695
H 1.85 0.34 2.77 0.0365
H 2.13 -0.78 0.25 -0.0554
H 3.91 -2.48 3.86 0.0493
H 4.87 -1.98 2.49 0.0802
C 2.99 -1.31 0.74 -0.0889
H 3.19 -2.26 0.24 0.0882
C -0.73 2.87 -5.70 -0.1706
N -1.01 2.24 -4.52 -0.0343
H 1.20 3.42 -6.56 0.0541
N 1.11 2.48 -4.60 -0.0350
H -1.47 3.15 -6.44 0.0513
C -2.37 1.71 -4.27 -0.5891
C -3.36 2.40 -5.20 -0.1862
C -2.35 0.20 -4.49 -0.0580
H -3.21 2.17 -6.25 0.0391
H -4.38 2.07 -4.95 0.0713
H -3.35 3.49 -5.06 0.0620
H -3.73 1.51 -2.68 0.0829
H -2.82 3.02 -2.63 0.0852
H -1.63 -0.25 -3.78 0.0793
C -2.75 1.95 -2.83 -0.0570
H -2.10 -0.06 -5.52 0.0719
H -3.35 -0.18 -4.27 0.0780
H -2.02 1.46 -2.18 0.0563
C 0.61 3.01 -5.76 -0.1576
C 2.93 0.88 -4.86 -0.0602
H 2.71 0.67 -5.90 0.0704
H 4.01 0.75 -4.71 0.0773
C 2.57 2.31 -4.47 -0.5940
H 4.03 2.22 -2.95 0.0844
C 3.30 3.31 -5.36 -0.1605
H 3.00 4.34 -5.12 0.0697
H 2.41 0.18 -4.19 0.0732
H 2.37 1.86 -2.41 -0.0552
H 3.17 3.12 -6.43 0.0428
H 4.38 3.24 -5.16 0.0761
C 2.98 2.51 -3.04 -0.0869
H 2.87 3.55 -2.75 0.0867
C 0.13 1.97 -3.79 -0.0315
C -0.31 0.16 2.13 -0.3134
C -0.52 0.50 3.32 -0.1333
C -0.88 0.65 4.68 -0.2566
C -0.03 0.32 5.78 -0.0419
C -0.51 0.46 7.08 -0.1442
C -1.80 0.96 7.31 -0.1383
C -2.65 1.31 6.23 -0.1131
C -2.17 1.17 4.93 -0.0599
H 0.96 -0.11 5.60 0.0919
H 0.12 0.19 7.95 0.0864
H -2.16 1.11 8.34 0.0858
H -3.67 1.67 6.42 0.0904
H -2.81 1.43 4.08 0.1090
```

=====

(2)
The following is a DFT calculation (the ωB97M-V functional and the def2-TZVPD basis) of a structure of composition C30H45ClO2P2Zr at a distorted geometry.

For the frontier orbital gap (alpha / beta), the calculation gives 3.5278 / 3.5217 eV. The lowest unoccupied orbital energy (alpha / beta) comes out at -7.406 / -7.416 eV. The calculation puts the HOMO energy (alpha / beta) at -10.934 / -10.937 eV. The charge is +2.

Geometry as XYZ:
```
81
Properties=species:S:1:pos:R:3:lowdin_charge:R:1
Zr 2.26 -0.49 -0.06 1.7760
C -1.11 -0.62 0.93 -0.1743
C -0.74 -1.71 0.14 -0.1654
C 0.99 -1.27 1.64 -0.3954
C -0.05 -0.30 1.81 -0.2052
C 0.60 -2.08 0.50 -0.4102
C -2.48 -0.04 1.03 -0.0210
H -3.02 -0.11 0.08 0.0539
H -2.44 1.03 1.30 0.0889
H -3.08 -0.56 1.79 0.1135
C -0.07 0.69 2.91 0.0007
H -1.04 1.19 2.97 0.0939
H 0.69 1.46 2.74 0.0616
H 0.15 0.23 3.88 0.1072
C 2.23 -1.48 2.45 -0.0238
H 2.34 -2.55 2.72 0.1173
H 2.19 -0.90 3.38 0.1147
H 3.19 -1.17 1.91 0.0711
C 1.41 -3.21 -0.02 -0.0719
H 1.48 -4.02 0.73 0.1158
H 2.46 -2.91 -0.28 0.0481
H 0.95 -3.65 -0.92 0.0989
C -1.63 -2.56 -0.70 -0.0163
H -1.67 -3.58 -0.28 0.1113
H -1.29 -2.65 -1.74 0.0794
H -2.66 -2.18 -0.70 0.0823
C -1.50 2.22 -1.96 -0.0886
C -2.53 1.36 -1.98 -0.1092
C -2.79 0.16 -2.84 -0.1496
C -1.99 0.16 -4.17 -0.2603
C -0.71 -0.52 -4.08 -0.1195
C 0.60 0.07 -3.84 -0.4951
C 0.77 1.40 -3.02 -0.1892
C -0.38 2.44 -2.94 -0.2293
H -3.86 0.24 -3.11 0.1253
H -1.93 1.20 -4.52 0.0479
H -2.69 -0.81 -2.32 0.0869
H -0.84 2.67 -3.92 0.0318
H -1.44 2.93 -1.11 0.1127
H -3.31 1.56 -1.23 0.1033
H 0.11 3.38 -2.61 0.1232
H 1.03 1.09 -1.99 0.0425
H 1.10 -0.68 -3.17 0.0486
H 1.69 1.92 -3.35 0.1119
H -2.61 -0.35 -4.94 0.1326
H -0.75 -1.63 -4.02 0.1168
P -0.30 1.81 -5.85 0.8379
C -0.46 3.54 -6.42 -0.2416
C -1.36 1.00 -7.12 -0.2362
P 1.81 -0.21 -5.22 0.9248
C 1.38 1.25 -6.27 -0.4225
C 1.23 -1.65 -6.16 -0.1613
C 3.59 -0.24 -5.14 -0.1749
H 0.42 4.12 -6.14 0.0517
H -1.35 3.98 -5.94 0.0581
H -0.60 3.54 -7.51 0.0442
H -1.18 1.51 -8.07 0.0464
H -2.42 1.14 -6.85 0.0567
H -1.17 -0.07 -7.22 0.0423
H 3.99 0.10 -6.12 0.0858
H 3.94 -1.26 -4.96 0.0654
H 3.96 0.44 -4.36 0.0632
H 2.09 2.07 -6.06 0.0743
H 1.43 0.99 -7.35 0.0755
H 1.95 -2.47 -6.03 0.0682
H 1.16 -1.40 -7.23 0.0737
H 0.24 -1.98 -5.81 0.0495
Cl 3.48 5.34 5.58 0.7545
C 3.32 4.44 4.13 -0.6371
C 4.43 3.71 3.65 -0.0577
C 4.29 2.94 2.50 0.0146
C 3.03 2.85 1.90 -0.1586
C 1.94 3.61 2.33 -0.0083
C 2.10 4.43 3.45 -0.0641
C 2.85 1.76 0.94 -0.4997
O 3.79 0.89 0.66 -0.1631
O 1.69 1.51 0.42 -0.1560
H 5.37 3.74 4.20 0.1177
H 5.13 2.38 2.09 0.1313
H 0.99 3.55 1.80 0.1289
H 1.28 5.07 3.80 0.1226
```

=====

(3)
The following is a DFT calculation (the ωB97M-V functional and the def2-TZVPD basis) of a cluster of 7 separate species, C30H45F3NO19 in total at a distorted geometry.

For the frontier orbital gap, the calculation gives 9.0342 eV. The lowest unoccupied orbital energy comes out at -3.645 eV. The calculation puts the HOMO energy at -12.680 eV. The charge is +1.

Geometry as XYZ:
```
98
Properties=species:S:1:pos:R:3:lowdin_charge:R:1
F -4.01 -1.99 -0.13 0.1631
C -4.64 -0.86 -0.44 -0.7435
F -5.58 -1.15 -1.33 0.1954
F -3.75 -0.07 -1.06 0.1696
O -5.21 -0.24 0.62 0.0565
C -4.56 -0.45 1.88 -0.0881
C -3.16 0.16 2.04 -0.2312
C -2.82 1.53 1.41 -0.0469
C -1.33 1.51 1.53 0.0114
N -0.88 0.34 1.76 0.1483
C -1.93 -0.68 1.69 -0.0534
H -5.21 0.06 2.60 0.1499
H -4.56 -1.51 2.15 0.1342
H -3.09 0.35 3.12 0.1599
H -3.16 2.35 2.04 0.1451
H -3.19 1.73 0.40 0.1400
H -0.70 2.39 1.46 0.1643
H 0.11 0.14 1.93 0.1716
H -1.75 -1.61 2.22 0.1530
H -1.97 -0.93 0.62 0.1135
C -2.29 -1.66 -4.07 0.0054
C -1.06 -1.14 -3.36 -0.2787
C -0.62 -1.95 -2.16 -0.0674
O 0.02 -0.95 -1.34 0.0651
C -0.53 0.23 -1.65 -0.5886
O -0.32 1.23 -1.01 0.1107
O -1.29 0.16 -2.74 0.0915
H -2.35 -2.74 -3.98 0.0959
H -3.19 -1.21 -3.65 0.0846
H -2.26 -1.42 -5.13 0.0900
H -0.23 -1.02 -4.06 0.1486
H 0.08 -2.74 -2.42 0.1096
H -1.46 -2.38 -1.61 0.1358
C 4.84 -5.36 -2.02 -0.0083
C 3.55 -4.57 -2.02 -0.3025
C 2.31 -5.37 -2.34 -0.0777
O 1.45 -4.39 -2.95 0.0313
C 2.26 -3.45 -3.51 -0.5685
O 1.88 -2.60 -4.26 0.1547
O 3.52 -3.60 -3.09 0.0975
H 4.66 -6.40 -1.72 0.0902
H 5.29 -5.36 -3.02 0.0967
H 5.57 -4.94 -1.33 0.0862
H 3.43 -4.03 -1.08 0.1573
H 1.82 -5.79 -1.46 0.1411
H 2.49 -6.17 -3.07 0.1431
C 4.78 1.40 -0.32 0.0089
C 3.57 0.87 0.40 -0.2940
C 3.39 1.32 1.83 -0.0797
O 2.62 0.23 2.39 0.0363
C 2.91 -0.89 1.68 -0.5824
O 2.57 -1.98 2.00 0.1475
O 3.60 -0.57 0.57 0.0946
H 5.06 2.39 0.06 0.0915
H 5.64 0.74 -0.23 0.1021
H 4.54 1.50 -1.37 0.0624
H 2.67 1.10 -0.18 0.1433
H 2.83 2.25 1.91 0.1389
H 4.33 1.41 2.37 0.1147
C 0.79 3.18 -4.95 -0.0080
C 2.17 3.50 -4.42 -0.3068
C 2.63 2.62 -3.27 -0.1070
O 3.50 3.49 -2.55 0.0409
C 3.10 4.77 -2.79 -0.5577
O 3.47 5.72 -2.17 0.1732
O 2.22 4.80 -3.81 0.0868
H 0.56 2.12 -4.83 0.0781
H 0.04 3.77 -4.43 0.0951
H 0.71 3.42 -6.01 0.0851
H 2.91 3.48 -5.23 0.1592
H 3.17 1.74 -3.59 0.1410
H 1.80 2.34 -2.62 0.1245
C -7.64 -2.62 0.46 0.0003
C -7.62 -3.15 1.89 -0.3214
C -8.10 -4.57 2.07 -0.0939
O -8.62 -4.55 3.40 0.0680
C -9.00 -3.28 3.68 -0.5558
O -9.64 -2.95 4.62 0.1814
O -8.53 -2.43 2.73 0.0777
H -7.49 -3.43 -0.25 0.0977
H -8.59 -2.13 0.24 0.1060
H -6.85 -1.90 0.30 0.0365
H -6.62 -3.03 2.32 0.1433
H -7.32 -5.31 1.98 0.1390
H -8.91 -4.81 1.37 0.1426
C 5.15 6.63 5.18 -0.0105
C 4.65 5.49 4.31 -0.3115
C 4.16 4.28 5.06 -0.0874
O 4.42 3.20 4.14 0.0387
C 5.46 3.61 3.36 -0.5598
O 6.06 2.89 2.62 0.1563
O 5.71 4.92 3.53 0.0984
H 4.63 6.64 6.14 0.0890
H 6.22 6.51 5.37 0.0973
H 5.00 7.59 4.70 0.0859
H 3.88 5.85 3.62 0.1570
H 3.10 4.31 5.30 0.1376
H 4.73 4.10 5.97 0.1427
```

=====

| no. | E (eV) |
| --- | --- |
| 1 | -53561.814 |
| 2 | -68295.632 |
| 3 | -80380.981 |